Entry from OMol25: a cluster of 2 separate species, C10H16O in total (the ωB97M-V functional and the def2-TZVPD basis).

Kohn-Sham gap = 8.767 eV
E_HOMO = -7.9 eV
SMILES string = Cc1ccc(O)cc1.CCC

Positions of all 27 atoms, in Å:
1 C -1.417566 -1.433982 -3.031117
2 C -1.168546 -0.569638 -1.879883
3 C -1.045953 0.802579 -2.263275
4 C -1.447821 1.645950 -1.252612
5 C -1.178357 1.252470 0.017047
6 O -1.410790 1.937269 1.187320
7 C -0.922489 -0.074902 0.493136
8 C -1.090335 -0.960481 -0.511799
9 H -0.535512 -2.039642 -3.233088
10 H -1.781184 -0.938793 -3.994451
11 H -2.147171 -2.413440 -2.902201
12 H -0.560010 0.842953 -3.189478
13 H -1.693690 2.740488 -1.488394
14 H -1.067896 2.854375 1.208298
15 H -0.553035 -0.246131 1.568143
16 H -1.111950 -2.063032 -0.297189
17 C 2.258751 -0.764218 3.357097
18 C 2.600646 -1.147634 1.900551
19 C 3.275165 -0.205972 0.817618
20 H 2.905119 -0.077977 3.680994
21 H 2.412824 -1.615219 3.944438
22 H 1.296888 -0.203404 3.714042
23 H 3.053826 -2.126067 2.137325
24 H 1.664613 -1.640936 1.465919
25 H 4.177028 -0.049914 1.231821
26 H 3.287199 -0.587490 -0.172395
27 H 2.758303 0.801053 0.947074

Force components x, y, z for each atom (eV/Å):
C -1.4 -4.2 -1.8
C -0.2 1.8 0.7
C -1.0 -3.7 2.4
C 1.4 3.9 -1.1
C -0.6 -1.7 4.0
O 0.1 2.7 0.3
C 0.9 1.4 -0.6
C -0.1 -3.1 -1.4
H 0.5 0.2 -0.6
H 0.6 -0.5 1.6
H 1.2 2.8 0.3
H -0.5 1.4 -1.7
H 0.5 -1.6 0.6
H -0.4 -0.7 -0.4
H -1.1 0.2 -2.0
H 0.1 1.0 -0.3
C -3.2 1.0 -1.3
C -2.7 -2.3 -1.0
C -4.1 0.5 2.8
H 3.3 2.7 1.4
H -0.2 -1.2 1.1
H 1.0 -1.4 -1.4
H 1.2 0.6 -1.0
H 0.7 1.1 0.2
H 3.7 0.6 0.7
H -0.1 -0.3 -0.7
H 0.4 -1.2 -0.8